Entry 1:
This record from the Open Molecules 2025 dataset describes a cluster of 10 separate species, C34H51N2O30P in total at a distorted geometry. The level of theory is the ωB97M-V functional and the def2-TZVPD basis.

Summary:
Strongest force on any atom   2.47 eV/A
E_HOMO   -8.53 eV
Energy   -4034.30079 a.u.
SMILES   CNC[C@@]1([PH2]=N)OC(=O)OC1(C)C.O=C1OCCO1.O=C1OCCO1.O=C1OCCO1.O=C1OCCO1.O=C1OCCO1.O=C1OCCO1.O=C1OCCO1.O=C1OCCO1.O=C1OCCO1
2S+1   1

Last column: Löwdin charge in e.
Element x y z (Å)
P 5.16234 -0.28733 0.93516  0.825
O -8.35319 -0.56323 4.40182  0.045
O 2.66920 1.20495 -4.34581  0.046
O 3.34699 -3.59294 -1.87678  0.036
O -3.09626 -1.95715 4.87040  0.055
O -2.94509 -2.13911 -5.24322  0.156
O -0.36897 2.63452 -2.23499  0.129
O -2.12538 5.70167 -0.10968  0.060
O 2.77940 -2.74639 -3.88189  0.164
O -2.20870 2.86487 -3.50023  0.066
O -8.94804 -4.84506 4.59426  0.062
O 1.64802 -0.74235 2.70678  0.042
O 8.49992 3.20763 -0.14322  0.068
O 3.73686 -4.77441 -3.72336  0.070
O -0.93021 -1.18192 -5.56006  0.066
O -2.35175 -1.46629 2.83139  0.063
O -9.54745 0.97859 3.32665  0.066
O -7.94714 -3.53982 6.09376  0.054
O -3.53940 5.45729 -1.84294  0.164
O 7.61442 1.55986 1.11088  0.114
O -4.43307 -2.28016 3.08965  0.160
O -1.53501 -1.83475 -3.51538  0.059
O -2.04294 1.13456 -2.11918  0.046
O -9.73106 -4.76882 6.70284  0.155
O 1.78314 1.17984 3.93192  0.135
O 4.71130 0.41568 -3.80552  0.165
O -9.25345 -1.05169 2.39899  0.170
O 3.05572 0.84137 2.07166  0.041
O -1.48504 6.32246 -2.15041  0.059
O 8.22949 1.17923 -1.01273  0.056
O 4.44370 2.54652 -4.48050  0.050
N 1.59134 -0.24372 -0.82479  -0.090
N 5.62897 -1.26990 -0.21129  -0.263
C -8.16145 0.65538 5.12621  -0.109
C 9.17845 3.22751 -1.40664  -0.109
C -1.69510 -1.69102 5.01772  -0.107
C -1.37321 -0.94165 3.74312  -0.105
C 2.16066 -2.62084 1.13094  0.019
C 2.79532 0.26048 -0.24168  -0.175
C -3.30802 2.00148 -3.82696  -0.089
C -9.07081 -0.28711 3.28522  -0.564
C 3.73533 -4.89692 -1.43490  -0.125
C -0.14183 -1.48346 -3.42939  -0.100
C 2.15213 2.52449 -4.56188  -0.115
C 3.59374 -1.97457 2.95520  -0.027
C 8.57591 2.02982 -2.11326  -0.103
C 0.32845 0.17149 -0.24895  -0.089
C 2.13606 0.48715 2.99144  -0.538
C 8.07742 1.94672 0.08586  -0.580
C 3.36415 3.26071 -5.09231  -0.113
C -2.49065 5.79792 -1.41084  -0.578
C 4.01009 1.29471 -4.17626  -0.568
C 4.40837 -5.46609 -2.66582  -0.109
C -9.31958 1.50154 4.63951  -0.113
C -8.02031 -4.03321 3.85324  -0.098
C -1.90239 -1.76460 -4.81604  -0.583
C 2.62349 -1.40384 1.88410  -0.454
C -0.72277 5.97074 -0.01626  -0.114
C -3.39910 1.12577 -2.59561  -0.085
C 0.05472 -0.64654 -4.66277  -0.101
C -0.47369 6.79986 -1.25922  -0.116
C -3.39498 -1.93423 3.54901  -0.577
C 3.30350 -0.26297 1.13494  -0.388
C 3.24359 -3.61875 -3.22655  -0.561
C -7.09238 -3.54265 4.94109  -0.121
C -1.44243 2.24751 -2.58556  -0.582
C -8.95315 -4.41963 5.87697  -0.582
H 4.27819 -6.53963 -2.77069  0.133
H 3.03478 -3.16354 0.81656  0.076
H -0.62986 7.86674 -1.08885  0.132
H 1.47561 -2.44219 0.31875  0.076
H -6.25993 -4.22509 5.12158  0.132
H 6.11720 -0.71434 -0.90339  -0.047
H -1.52752 0.13427 3.84403  0.139
H -7.51531 -4.62298 3.09360  0.134
H 4.26546 -2.72051 2.55240  0.091
H 1.64297 -3.26358 1.83577  0.103
H 9.26965 1.52556 -2.77935  0.134
H 3.46140 3.18391 -6.17672  0.133
H -8.18430 0.46839 6.19631  0.135
H 0.51292 6.64652 -1.68778  0.130
H -0.49733 6.49886 0.90624  0.131
H -4.04022 1.55230 -1.82356  0.138
H 3.58769 0.10353 -0.96893  0.091
H 4.40148 -4.82388 -0.57886  0.129
H -10.22177 1.35744 5.23607  0.134
H -0.46093 -0.44239 -0.65885  0.075
H 0.13245 1.18208 -0.57696  0.060
H -1.16409 -2.64211 5.08996  0.133
H -0.16585 0.40949 -4.48203  0.119
H 1.05338 -0.73886 -5.07710  0.126
H 7.66718 2.27731 -2.66418  0.133
H 1.79626 2.92145 -3.60973  0.120
H 10.24926 3.11609 -1.22999  0.133
H -0.18141 5.02331 -0.03068  0.129
H 0.24357 0.09929 0.83680  0.077
H -3.72040 0.11019 -2.81063  0.134
H 0.45521 -2.39103 -3.43650  0.117
H 2.70522 1.33494 -0.13693  0.133
H 3.38934 4.30825 -4.80472  0.131
H -3.05481 1.43847 -4.72739  0.133
H -9.08801 2.56195 4.59135  0.132
H -1.51055 -1.11011 5.91686  0.134
H 1.32440 2.49719 -5.26593  0.134
H -6.70196 -2.54963 4.74759  0.108
H 5.74065 -0.59489 2.17266  0.023
H 5.42918 1.05856 0.72532  0.027
H -4.20716 2.58250 -4.00822  0.138
H 2.84019 -5.45439 -1.15032  0.134
H 1.63671 -1.20946 -1.09243  0.078
H 0.07000 -0.91562 -2.53531  0.087
H 8.99686 4.16703 -1.92058  0.132
H -8.56593 -3.22247 3.37095  0.110
H 4.16252 -1.19195 3.43537  0.074
H -7.19135 1.07584 4.85533  0.134
H 3.00728 -2.43346 3.73933  0.099
H 5.47150 -5.22601 -2.70826  0.136
H -0.36803 -1.12255 3.37420  0.106



Entry 2:
This record from the Open Molecules 2025 dataset describes a structure of composition C34H52BClN4O4P2Pd. The level of theory is the ωB97M-V functional and the def2-TZVPD basis.

Summary:
Strongest force on any atom   0.72 eV/A
E_HOMO (spin up / spin down)   -11.86 / -14.21 eV
Energy   -3141.64427 a.u.
Energy relative to the best compared isomer or geometry (same formula, charge and spin)   0.00 kcal/mol
2S+1   5
Charge   +2

Last column: Löwdin spin population.
Element x y z (Å)
Pd -0.80179 0.08125 -0.49024  1.203
Cl -0.06125 -2.94539 0.73045  0.024
P 0.10575 -0.17049 -2.83094  0.170
P 0.63743 -0.69168 3.22097  0.552
O 1.17474 -2.25416 0.41206  0.034
O -1.20526 -2.22418 0.13955  0.063
O -0.22932 -2.93352 2.17421  0.113
O -0.03855 -4.27178 0.23914  0.013
N -3.11936 0.03500 -0.78940  0.025
N -1.61020 2.22594 -0.29534  0.104
N 2.03037 0.58408 1.15621  0.152
N 2.20570 0.26410 -1.12463  0.147
C 5.70216 0.68562 0.93616  0.147
C -2.54057 4.80081 -0.62864  0.000
C -2.88421 2.42977 -0.65165  0.010
C -0.23684 1.23676 -4.01503  0.025
C 0.59456 1.22326 -5.30671  0.011
C 2.66148 -0.69948 5.14406  0.027
C -3.85219 -1.07806 -0.84596  0.003
C 1.11107 -2.68354 5.12086  0.000
C -3.74591 1.22050 -0.77664  0.004
C -1.24299 4.57990 -0.19144  0.002
C 0.09073 2.53174 -3.26238  0.001
C 2.78171 -2.37583 3.27787  0.007
C -1.65758 0.79158 2.94394  0.025
C -0.57862 0.79257 5.22210  0.033
C -1.85543 -1.21477 4.39345  0.002
C -0.82020 3.27270 -0.05424  0.015
C 4.49827 0.75354 1.58362  0.009
C 3.33680 0.58659 0.81458  0.169
C -0.16944 -1.85531 -3.62001  0.029
C 3.43670 0.37279 -0.61700  0.158
C 5.80030 0.45466 -0.47409  0.116
C 1.93719 -0.04450 -2.52487  0.026
C -5.23587 -1.06446 -0.90978  0.000
C 0.76878 -2.88572 -2.97897  0.001
C -3.36982 3.71682 -0.85829  0.004
C -1.73261 1.22968 -4.34845  0.002
C 1.54634 0.76879 2.51264  0.101
C -5.88428 0.15624 -0.89623  0.001
C 0.03966 -1.90308 -5.13464  0.010
C 4.69252 0.30117 -1.25272  0.022
C -1.61919 -2.24108 -3.29764  0.005
C 1.83943 -1.65366 4.25279  0.050
C -5.12901 1.31602 -0.82099  0.001
C -0.92883 -0.05950 3.99254  0.059
B 1.19144 0.35402 -0.04579  0.239
H -2.64134 1.04252 3.34529  0.001
H -1.50994 1.19662 5.62522  0.008
H 0.45698 -3.32679 4.53517  0.000
H 0.87309 1.62388 2.54415  0.007
H 1.65612 1.03729 -5.13520  0.001
H 2.07141 0.07706 5.62851  0.001
H 0.84714 -2.78984 -1.89823  0.001
H -0.06533 3.37555 -3.93693  0.000
H -0.06445 -2.94553 -5.44403  0.003
H -2.90589 5.80690 -0.78438  0.000
H -5.62049 2.27609 -0.77503  0.000
H 3.28189 -1.68422 2.59675  0.001
H -1.85063 -3.18483 -3.79543  0.000
H -2.74561 -0.77474 4.84673  0.000
H -4.38295 3.87549 -1.19569  0.001
H 4.76626 0.13093 -2.31740  -0.002
H 0.23688 0.50190 -6.03226  0.000
H 6.61689 0.81049 1.49956  0.006
H 0.19809 3.04081 0.23745  0.007
H 0.51735 2.21048 -5.76657  0.002
H -6.96391 0.21066 -0.93033  0.000
H 2.37943 0.71737 -3.16860  0.004
H -2.33491 -1.49486 -3.64845  0.000
H 6.78446 0.40707 -0.91944  0.004
H -5.78256 -1.99519 -0.95772  0.000
H 0.06748 1.63836 4.97644  0.001
H 1.12957 2.57593 -2.92508  0.000
H 2.25729 -3.12573 2.68959  0.000
H -0.70622 -1.32950 -5.68117  0.000
H 4.45639 0.93536 2.64795  -0.002
H -1.15186 1.73047 2.71856  0.001
H -2.34559 1.21325 -3.44335  0.001
H 2.40112 -1.00015 -2.76848  0.004
H -3.30850 -2.01127 -0.82958  0.000
H 1.76959 -2.84217 -3.41149  0.000
H -0.56027 2.66531 -2.40515  0.000
H -1.75029 -2.38501 -2.22696  0.001
H 3.47402 -0.23062 4.58844  0.001
H 3.55498 -2.87153 3.86810  0.000
H -1.40909 -1.88176 5.12547  0.000
H -0.11088 0.20374 6.00967  0.001
H 2.37522 0.98491 3.18553  0.010
H 1.03545 -1.57442 -5.43166  0.000
H -1.97802 2.13573 -4.90653  0.000
H 0.37479 -3.88065 -3.19280  0.000
H 1.86928 -3.31414 5.58831  0.000
H 0.54097 -2.21355 5.92166  0.000
H 3.11990 -1.29712 5.93349  0.005
H -0.56841 5.39816 0.01568  0.001
H -2.01235 0.37793 -4.96771  0.000
H -2.16242 -1.80235 3.53140  0.000
H -1.81392 0.23988 2.01200  0.018



Which formula does entry 1 have?
C34H51N2O30P



strongest force on any atom of number 2 (C34H52BClN4O4P2Pd)?
0.72 eV/A